Entry a
Density functional theory data (ωB97M-V/def2-TZVPD) for a cluster of 2 separate species, C8H8 in total.

Structure (XYZ):
```
16
Properties=species:S:1:pos:R:3:mulliken_charge:R:1
C -0.960 -0.933 -0.928 0.0340
C -0.873 0.447 -1.322 -0.6396
C -0.608 1.433 -0.289 -0.0909
C -0.604 0.996 1.079 -0.3399
C -0.790 -0.390 1.323 -0.0092
C -1.051 -1.406 0.381 -0.5132
H -0.875 -1.502 -1.832 0.2945
H -0.828 0.735 -2.228 0.5054
H -0.992 2.464 -0.646 0.2895
H -0.855 1.723 2.002 0.2368
H -0.868 -0.519 2.434 0.2976
H -0.933 -2.466 0.451 0.3697
C 1.980 -0.166 -0.126 -1.1126
C 3.194 -0.038 0.070 -0.2430
H 0.913 0.060 -0.350 0.5953
H 4.151 -0.439 -0.018 0.3256
```

## Properties
SMILES   c1ccccc1.C#C
HOMO   -9.4 eV
Spin multiplicity   1
Frontier orbital gap   0.3692 hartree
LUMO energy   0.69 eV

***

Entry b
Density functional theory data (ωB97M-V/def2-TZVPD) for an isolated molecule of C8H8.

Structure (XYZ):
```
16
Properties=species:S:1:pos:R:3:mulliken_charge:R:1
C 0.190 1.722 -0.418 -0.8844
C -0.716 1.083 -1.226 -0.6557
C -0.416 -0.258 -0.721 0.6665
C 0.986 -0.964 -1.116 -0.7771
C 1.628 -0.354 -0.091 -0.7728
C 0.511 0.474 0.353 1.3475
C -0.402 0.012 1.473 -0.9290
C -1.046 -1.079 0.504 -0.7094
H 0.533 2.784 -0.492 0.3302
H -1.341 1.448 -2.086 0.3275
H 1.137 -1.938 -1.550 0.3472
H 2.634 -0.280 0.114 0.4512
H -1.054 0.889 1.763 0.2689
H -0.030 -0.378 2.418 0.3429
H -0.461 -1.953 0.654 0.3215
H -2.153 -1.210 0.421 0.3249
```

## Properties
SMILES   C1=C[C@]23C=C[C@]12CC3
HOMO   -8.7 eV
Spin multiplicity   1
Frontier orbital gap   0.3637 hartree
LUMO energy   1.16 eV

***

Entry c
Density functional theory data (ωB97M-V/def2-TZVPD) for an isolated molecule of C8H8.

Structure (XYZ):
```
16
Properties=species:S:1:pos:R:3:mulliken_charge:R:1
C -1.021 -1.542 0.283 -0.3309
C -2.300 -1.779 -0.208 -0.7807
C -0.432 0.798 -0.603 -0.2570
C -0.293 -0.343 0.226 0.7339
C 0.912 -0.355 0.936 -0.4701
C 1.682 0.942 0.637 -0.2228
C 2.073 1.294 -0.673 -0.5023
C 0.755 1.770 -0.443 -0.4002
H -0.749 -2.212 1.100 0.2448
H -2.765 -2.785 -0.171 0.2920
H -2.663 -1.001 -0.924 0.2068
H -1.407 1.339 -0.898 0.3004
H 1.503 -1.258 1.074 0.3352
H 2.014 1.456 1.575 0.3089
H 2.197 0.838 -1.646 0.1958
H 0.493 2.840 -0.266 0.3461
```

## Properties
HOMO   -6.2 eV
Spin multiplicity   1
Frontier orbital gap   0.1519 hartree
LUMO energy   -2.06 eV

***

entry a is the most stable structure; the next one sits 0.642 eV above it.

***

Entry a
Density functional theory data (ωB97M-V/def2-TZVPD) for a cluster of 3 separate species, H5O3 in total.

Structure (XYZ):
```
8
Properties=species:S:1:pos:R:3:mulliken_charge:R:1
O -0.617 0.596 -0.002 -1.0921
H -1.379 0.494 -0.601 0.1766
O 1.831 1.084 -0.961 -0.7627
H 1.259 1.720 -1.435 0.2488
H 0.893 0.898 -0.378 0.4433
O -1.087 -1.725 0.941 -0.7036
H -0.814 -2.007 1.810 0.2621
H -0.976 -0.738 0.780 0.4275
```

## Properties
HOMO   -4.1 eV
Total charge   -1
Spin multiplicity   1
Frontier orbital gap   0.3259 hartree
LUMO energy   4.77 eV

***

Entry b
Density functional theory data (ωB97M-V/def2-TZVPD) for a structure of composition H5O3.

Structure (XYZ):
```
8
Properties=species:S:1:pos:R:3:mulliken_charge:R:1
O 1.345 -1.008 0.302 -0.8697
H 1.890 -0.329 -0.118 0.2415
O -0.834 0.797 -1.482 -0.7151
H -1.075 0.809 -0.527 0.3930
H -0.325 -0.022 -1.510 0.3118
O -0.468 0.415 1.190 -1.0114
H 0.521 -0.312 0.761 0.4060
H -1.054 -0.349 1.384 0.2439
```

## Properties
HOMO   -4.2 eV
Total charge   -1
Spin multiplicity   1
Frontier orbital gap   0.3443 hartree
LUMO energy   5.21 eV

***

entry b is the most stable structure; the next one sits 0.403 eV above it.

***

Entry a
Density functional theory data (ωB97M-V/def2-TZVPD) for a structure of composition C2H9N3OS.

Structure (XYZ):
```
16
Properties=species:S:1:pos:R:3:mulliken_charge:R:1
C 0.858 -0.116 1.033 -0.8549
C 2.183 0.344 -0.968 -0.7829
N -2.708 -0.584 0.552 -0.3810
N -1.881 -0.991 -0.433 -0.4574
N 0.938 0.356 -0.297 0.0282
O -1.329 1.595 -0.157 -0.5252
S -0.592 0.728 -1.050 0.4611
H -0.192 -0.172 1.272 0.1038
H 1.386 -1.108 1.054 0.2998
H 1.518 0.381 1.634 0.4491
H 2.857 1.151 -0.603 0.2924
H 2.753 -0.514 -0.667 0.3122
H 2.093 0.350 -2.048 0.2649
H -2.282 -0.597 1.461 0.2753
H -3.073 0.325 0.403 0.2629
H -2.528 -1.149 -1.187 0.2516
```

## Properties
HOMO (alpha / beta)   -8.0 / -8.0 eV
Spin multiplicity   1
Frontier orbital gap (alpha / beta)   0.3104 / 0.3104 hartree
LUMO energy (alpha / beta)   0.49 / 0.49 eV

***

Entry b
Density functional theory data (ωB97M-V/def2-TZVPD) for an isolated molecule of C2H9N3OS.

Structure (XYZ):
```
16
Properties=species:S:1:pos:R:3:mulliken_charge:R:1
C -2.559 0.208 -0.518 -0.8286
N -1.382 0.396 0.261 -0.4814
S -0.196 -0.569 -0.118 1.0998
N 0.009 -1.716 1.100 -0.5237
O -0.108 -1.210 -1.366 -0.6145
N 1.149 0.430 0.200 -0.4817
C 1.983 1.052 -0.785 -0.7311
H -2.328 -0.134 -1.513 0.3390
H -3.147 1.190 -0.599 0.2480
H -3.246 -0.556 -0.162 0.2682
H 0.591 -1.308 1.774 0.2620
H 0.137 -2.649 0.734 0.2731
H 0.629 1.160 0.707 0.3532
H 1.681 0.607 -1.807 0.2376
H 1.944 2.110 -1.095 0.3011
H 3.050 0.919 -0.611 0.2790
```

## Properties
SMILES   CN=[S@@](N)(=O)NC
HOMO   -8.5 eV
Spin multiplicity   1
Frontier orbital gap   0.3398 hartree
LUMO energy   0.74 eV

***

entry b is the most stable structure; the next one sits 0.606 eV above it.

***

Entry a
Density functional theory data (ωB97M-V/def2-TZVPD) for a structure of composition C28H55BCaCl3CsF4N4NaO7P2S2.

Structure (XYZ):
```
109
Properties=species:S:1:pos:R:3:mulliken_charge:R:1
C 5.192 -5.977 4.246 0.2730
C 5.110 -5.329 3.212 -1.1573
P 5.116 -4.082 1.730 0.8287
C 3.977 -2.979 2.766 -0.8073
C 3.266 -1.850 1.921 -0.6467
C 2.160 -2.373 0.917 0.0135
S 0.509 -1.662 1.398 0.0047
C -0.736 -2.588 0.436 -0.0755
S -1.577 -1.855 -0.821 -0.6549
N -0.912 -4.017 0.865 0.5374
C -1.435 -4.447 2.102 -0.1043
C -1.321 -5.923 1.926 -0.5974
N -0.742 -6.282 0.679 -0.7469
C -0.523 -5.084 0.057 -0.0968
C 6.286 -5.280 0.842 -0.8374
N 6.586 -4.935 -0.555 -0.2660
C 7.273 -3.634 -0.713 -0.7536
H 5.048 -6.271 5.316 0.3762
H 6.097 -3.015 1.692 -0.0662
H 4.174 -4.167 0.642 -0.0672
H 3.235 -3.642 3.320 0.3033
H 4.623 -2.463 3.545 0.4085
H 4.030 -1.219 1.394 0.3293
H 2.748 -1.170 2.671 0.4768
H 2.411 -1.956 -0.100 0.1490
H 2.166 -3.496 0.861 -0.0059
H -1.823 -3.859 2.963 0.4672
H -1.663 -6.659 2.701 0.3956
H -0.089 -4.825 -0.932 0.3828
H 5.782 -6.304 0.844 0.2284
H 7.274 -5.306 1.402 0.3816
H 5.782 -5.037 -1.174 0.2745
H 8.121 -3.497 0.026 0.3090
H 6.543 -2.774 -0.705 0.2099
H 7.768 -3.620 -1.735 0.2909
N -2.438 -4.227 -3.156 0.2424
C -1.228 -4.737 -3.531 -0.6938
C -1.431 -5.532 -4.628 -0.3839
C -2.819 -5.495 -4.928 -0.1824
C -3.413 -4.679 -4.003 -0.9423
H -2.589 -3.605 -2.369 0.0450
H -0.330 -4.492 -2.988 0.6329
H -0.663 -6.080 -5.160 0.4190
H -3.326 -6.010 -5.736 0.4109
H -4.441 -4.382 -3.875 0.4223
Na 2.728 -6.127 2.323 0.8346
C 3.738 -2.937 -2.475 -0.8929
O 4.033 -2.648 -1.199 -0.6341
H 4.585 -3.226 -3.132 0.3026
H 3.030 -3.785 -2.652 0.2045
H 3.265 -2.133 -3.077 0.2490
Ca -1.836 -7.881 -5.533 1.0702
C -5.586 3.041 1.621 -0.5756
O -5.685 1.905 0.762 -0.3895
C -5.125 2.142 -0.521 -0.6395
C -3.740 1.525 -0.636 2.1364
O -2.812 2.166 0.230 -0.2809
C -2.567 1.421 1.418 -0.4631
H -5.806 2.715 2.637 0.0758
H -4.587 3.481 1.606 0.3216
H -6.325 3.792 1.327 0.3650
H -5.096 3.212 -0.748 0.3526
H -5.787 1.663 -1.252 0.4089
H -3.375 1.666 -1.659 0.3696
H -3.777 0.451 -0.437 -2.2762
H -1.912 0.572 1.192 -0.0231
H -3.492 1.063 1.874 0.1066
H -2.062 2.071 2.132 0.4283
O 0.540 5.260 -5.330 -0.7727
P -0.049 5.863 -4.068 1.1113
O 1.360 6.394 -3.392 -0.2920
C 1.906 7.611 -3.875 -0.2672
C 1.028 8.802 -3.537 -1.2488
O -0.179 4.394 -3.303 -0.3155
C -0.194 3.167 -4.034 -0.0909
C 1.209 2.595 -4.138 -1.1849
O -0.864 6.601 -2.781 -0.3059
C -1.950 5.921 -2.139 -0.4090
C -1.541 4.997 -1.001 -0.5205
H 2.058 7.542 -4.959 0.2504
H 2.902 7.736 -3.405 0.3075
H 0.058 8.724 -4.044 0.3703
H 1.500 9.732 -3.841 0.4884
H 0.828 8.834 -2.467 0.3430
H -0.651 3.299 -5.018 0.4039
H -0.838 2.456 -3.501 0.0974
H 1.942 3.343 -4.441 0.2845
H 1.242 1.771 -4.855 0.3819
H 1.534 2.225 -3.163 0.2953
H -2.556 5.394 -2.879 0.2420
H -2.579 6.704 -1.707 0.3660
H -0.978 4.121 -1.309 0.1351
H -2.429 4.608 -0.496 0.1267
H -0.913 5.516 -0.276 0.3342
Cl -4.105 0.854 4.330 -0.1711
C -4.374 1.481 5.982 -0.3971
C -4.710 2.952 5.984 -0.5651
Cl -3.319 3.940 5.494 -0.1454
H -3.480 1.277 6.571 0.2558
H -5.200 0.910 6.408 0.3038
H -4.985 3.262 6.993 0.3472
H -5.543 3.181 5.317 0.3926
B -1.251 2.798 8.303 0.6120
F -2.558 2.204 8.285 -0.4222
F -0.958 3.322 7.012 -0.4082
F -1.219 3.844 9.261 -0.3787
F -0.287 1.807 8.644 -0.3980
Cl 3.356 9.083 -1.967 -0.2533
Cs -3.709 -1.782 0.077 1.3196
```

## Properties
HOMO   -8.3 eV
Total charge   +1
Spin multiplicity   1
Frontier orbital gap   0.0298 hartree
LUMO energy   -7.54 eV

***

Entry b
Density functional theory data (ωB97M-V/def2-TZVPD) for a structure of composition C28H55BCaCl3CsF4N4NaO7P2S2.

Structure (XYZ):
```
109
Properties=species:S:1:pos:R:3:mulliken_charge:R:1
C 5.266 -6.049 4.516 -0.5406
C 5.224 -5.300 3.306 -0.3628
P 5.274 -4.046 1.816 0.8056
C 4.038 -2.974 2.809 -0.6861
C 3.282 -1.807 1.942 -0.5262
C 2.172 -2.358 0.866 -0.1531
S 0.467 -1.691 1.337 0.0346
C -0.867 -2.618 0.340 -0.1414
S -1.731 -1.845 -0.907 -0.6284
N -1.075 -4.088 0.764 0.5142
C -1.638 -4.553 2.106 -0.2045
C -1.555 -6.205 1.881 -0.3762
N -0.958 -6.580 0.524 -0.6068
C -0.694 -5.244 -0.137 0.0298
C 6.541 -5.218 0.998 -0.7078
N 6.931 -4.861 -0.418 -0.2668
C 7.603 -3.511 -0.527 -0.6642
H 5.042 -6.351 5.649 0.3397
H 6.236 -2.936 1.835 -0.0302
H 4.401 -4.160 0.675 -0.0687
H 3.266 -3.701 3.343 0.2086
H 4.671 -2.425 3.659 0.3647
H 4.073 -1.109 1.434 0.3123
H 2.693 -1.134 2.730 0.4124
H 2.439 -1.889 -0.174 0.2023
H 2.221 -3.526 0.784 0.0465
H -2.022 -3.944 3.028 0.3899
H -1.928 -6.985 2.697 0.3402
H -0.246 -4.953 -1.179 0.1735
H 6.046 -6.303 0.971 0.1890
H 7.539 -5.211 1.646 0.3458
H 6.157 -4.993 -1.105 0.2728
H 8.438 -3.335 0.305 0.2756
H 6.813 -2.642 -0.571 0.1892
H 8.194 -3.477 -1.563 0.2726
N -2.665 -4.178 -3.238 0.2431
C -1.472 -4.719 -3.638 -0.7478
C -1.709 -5.501 -4.747 -0.3388
C -3.094 -5.423 -5.028 -0.2190
C -3.660 -4.598 -4.083 -0.8906
H -2.793 -3.564 -2.443 0.0452
H -0.558 -4.504 -3.100 0.6250
H -0.965 -6.065 -5.294 0.4181
H -3.622 -5.916 -5.834 0.4142
H -4.682 -4.275 -3.938 0.4140
Na 2.918 -6.168 2.272 0.8307
C 4.124 -2.925 -2.465 -0.9468
O 4.328 -2.634 -1.189 -0.5796
H 5.007 -3.186 -3.072 0.3028
H 3.462 -3.779 -2.689 0.2528
H 3.668 -2.142 -3.094 0.2704
Ca -2.182 -7.821 -5.672 1.0098
C -5.608 3.099 1.658 -0.5579
O -5.746 1.969 0.799 -0.3884
C -5.193 2.207 -0.499 -0.6349
C -3.813 1.556 -0.641 2.1104
O -2.854 2.176 0.221 -0.2811
C -2.608 1.410 1.395 -0.4786
H -5.821 2.778 2.681 0.0617
H -4.597 3.517 1.628 0.3184
H -6.334 3.867 1.375 0.3639
H -5.146 3.282 -0.716 0.3501
H -5.875 1.749 -1.224 0.4093
H -3.462 1.701 -1.667 0.3704
H -3.866 0.477 -0.454 -2.2504
H -1.977 0.552 1.148 -0.0023
H -3.535 1.063 1.860 0.1029
H -2.078 2.041 2.112 0.4228
O 0.579 5.150 -5.310 -0.7389
P -0.099 5.851 -4.107 1.0109
O 1.321 6.337 -3.409 -0.2823
C 1.906 7.527 -3.908 -0.2830
C 1.059 8.749 -3.594 -1.2491
O -0.247 4.392 -3.320 -0.2551
C -0.290 3.172 -4.068 -0.1192
C 1.103 2.573 -4.201 -1.1759
O -0.856 6.635 -2.764 -0.2928
C -1.940 5.964 -2.116 -0.4044
C -1.541 5.001 -0.995 -0.5073
H 2.063 7.434 -4.987 0.2419
H 2.889 7.633 -3.437 0.3288
H 0.089 8.692 -4.107 0.3707
H 1.558 9.660 -3.910 0.4951
H 0.851 8.805 -2.519 0.3362
H -0.761 3.326 -5.049 0.3951
H -0.937 2.470 -3.537 0.1042
H 1.853 3.310 -4.505 0.2916
H 1.110 1.757 -4.929 0.3757
H 1.434 2.185 -3.234 0.2922
H -2.570 5.468 -2.859 0.2406
H -2.546 6.752 -1.652 0.3631
H -0.999 4.112 -1.322 0.1256
H -2.429 4.621 -0.482 0.1211
H -0.892 5.494 -0.269 0.3355
Cl -4.115 0.844 4.323 -0.1671
C -4.349 1.448 5.982 -0.4077
C -4.667 2.935 6.013 -0.5716
Cl -3.274 3.931 5.523 -0.1442
H -3.448 1.216 6.559 0.2677
H -5.182 0.882 6.410 0.3001
H -4.930 3.237 7.031 0.3505
H -5.508 3.181 5.357 0.3863
B -1.134 2.797 8.317 0.6348
F -2.451 2.183 8.349 -0.4203
F -0.881 3.332 6.989 -0.4132
F -1.079 3.875 9.292 -0.3885
F -0.126 1.801 8.639 -0.4033
Cl 3.366 8.994 -2.020 -0.2600
Cs -3.834 -1.754 0.030 1.3407
```

## Properties
HOMO   -8.3 eV
Total charge   +1
Spin multiplicity   1
Frontier orbital gap   0.0306 hartree
LUMO energy   -7.47 eV

***

entry a is the most stable structure; the next one sits 8.804 eV above it.

***

Entry a
Density functional theory data (ωB97M-V/def2-TZVPD) for a cluster of 2 separate species, C4H11N2 in total.

Structure (XYZ):
```
17
Properties=species:S:1:pos:R:3:mulliken_spin:R:1
C 0.700 1.623 0.996 -0.0001
C 0.774 2.547 1.960 -0.0003
N -0.339 0.530 1.086 0.0100
H 1.330 1.493 0.077 -0.0037
H 1.486 3.361 2.067 0.0000
H -0.080 2.447 2.768 0.0002
H -0.226 0.019 1.968 0.0014
H -1.263 0.922 1.077 0.0008
H -0.181 -0.106 0.247 0.0013
C -1.352 -2.112 -1.585 0.3754
C -0.063 -1.925 -1.272 0.2958
N 0.586 -0.640 -1.325 0.2655
H -2.041 -1.329 -1.937 0.0227
H -1.817 -3.102 -1.550 0.0205
H 0.525 -2.818 -0.932 0.0096
H 0.342 -0.134 -2.187 0.0058
H 1.618 -0.777 -1.457 -0.0050
```

## Properties
HOMO (alpha / beta)   -18.5 / -18.5 eV
Total charge   +2
Spin multiplicity   2
Frontier orbital gap (alpha / beta)   0.3634 / 0.2029 hartree
LUMO energy (alpha / beta)   -8.66 / -13.02 eV

***

Entry b
Density functional theory data (ωB97M-V/def2-TZVPD) for the ion C4H11N2 with charge +2.

Structure (XYZ):
```
17
Properties=species:S:1:pos:R:3:mulliken_spin:R:1
C -1.723 0.307 0.046 0.0137
C -0.399 0.533 0.912 -0.0250
C 0.857 0.975 0.152 -0.0642
C 1.803 -0.209 0.056 -0.0469
N 0.896 -1.307 -0.430 0.4394
N -1.493 -0.734 -0.906 0.7870
H -2.227 1.206 -0.463 0.0463
H -2.670 0.152 0.678 0.0884
H -0.616 1.100 1.863 0.0009
H -0.203 -0.506 1.314 -0.0735
H 0.479 0.906 -0.885 -0.0445
H 1.331 1.922 0.471 -0.0062
H 2.607 0.013 -0.664 -0.0165
H 2.210 -0.442 1.077 -0.0539
H -0.496 -1.094 -0.875 -0.0178
H -1.868 -0.720 -1.946 -0.0206
H 1.510 -2.101 -0.401 -0.0067
```

## Properties
HOMO (alpha / beta)   -20.9 / -21.8 eV
Total charge   +2
Spin multiplicity   2
Frontier orbital gap (alpha / beta)   0.2110 / 0.3038 hartree
LUMO energy (alpha / beta)   -15.19 / -13.56 eV

***

entry a is the most stable structure; the next one sits 5.519 eV above it.